Record 1
Entry from the Open Molecules 2025 dataset: a cluster of 2 separate species, C4H10N in total at a distorted geometry (ωB97M-V/def2-TZVPD).

Geometry as XYZ:
```
15
Properties=species:S:1:pos:R:3:forces:R:3
N -1.1258 0.7704 1.4952 -0.9 -0.3 -0.7
H -2.1082 0.9557 1.2584 0.3 0.2 -0.1
H -0.9803 1.0932 2.4324 0.1 -0.4 1.0
H -0.9515 -0.2621 1.2769 0.4 1.1 0.5
H -0.5096 1.3411 0.9034 -0.1 -0.3 -0.4
C -0.1974 -1.9383 0.1186 0.3 1.0 -0.5
C 0.6675 -0.9056 -0.2052 -0.2 -1.5 0.6
C 0.2797 0.2328 -1.0596 0.2 1.7 -1.3
C 0.9361 1.4485 -1.0596 -1.0 -0.9 0.5
H -1.2104 -2.0063 -0.4304 1.7 0.1 1.1
H 0.0581 -2.7175 0.8957 -0.2 0.9 -1.3
H 1.7256 -0.8710 0.1993 -1.4 -0.1 -0.2
H -0.6070 0.1138 -1.7644 1.1 0.1 1.1
H 0.5249 2.3483 -1.6175 0.8 -1.4 0.6
H 1.8242 1.5874 -0.3845 -0.9 0.0 -0.9
```
Positions in Å, forces in eV/Å.

Calculated values
Orbital gap, eV: 9.4
Multiplicity: 1
E_HOMO, hartree: -0.4928
Total charge: +1
Energy above the lowest of the compared OMol25 structures with the same formula, charge and spin, kJ/mol: 189.61

Record 2
Entry from the Open Molecules 2025 dataset: a cluster of 2 separate species, C4H10N in total at a distorted geometry (ωB97M-V/def2-TZVPD).

Geometry as XYZ:
```
15
Properties=species:S:1:pos:R:3:forces:R:3
C 0.2901 -3.2629 -1.1863 1.6 -0.1 1.1
N 0.8667 -2.2084 -0.7269 -1.8 0.2 -0.5
H 0.8851 -4.1773 -1.1398 -0.7 -0.2 0.3
H -0.7398 -3.1924 -1.5046 0.2 0.0 -0.9
H 1.5637 -2.1698 0.0204 0.6 -0.2 -0.9
H 0.3843 -1.3510 -1.0007 0.2 0.4 0.9
C -0.0109 1.8872 -0.5638 -0.2 -2.2 0.9
C -0.0554 1.8447 0.9767 -0.2 -0.3 -0.9
C -1.1370 2.0553 1.7381 0.9 0.2 -0.3
H 1.0448 1.7732 -1.0007 -1.8 0.6 0.6
H -0.6721 2.6529 -0.9653 0.7 0.4 -0.1
H -0.6138 0.9654 -0.7622 0.6 0.1 -0.7
H 0.7994 1.3788 1.4612 0.6 1.1 0.2
H -0.8996 2.3737 2.7450 -0.6 -0.9 0.5
H -2.1609 2.0123 1.3788 0.1 0.9 -0.1
```
Positions in Å, forces in eV/Å.

Calculated values
Orbital gap, eV: 5.4
Multiplicity: 1
E_HOMO, hartree: -0.4354
Total charge: +1
Energy above the lowest of the compared OMol25 structures with the same formula, charge and spin, kJ/mol: 339.31

Record 3
Entry from the Open Molecules 2025 dataset: the molecule C4H10N2 at a distorted geometry (ωB97M-V/def2-TZVPD).

Geometry as XYZ:
```
16
Properties=species:S:1:pos:R:3:forces:R:3
C 0.4773 1.0152 0.9124 -2.0 -0.1 1.1
C 0.6569 -0.3533 0.2840 -1.9 -1.1 -1.6
C 1.8748 -0.5837 -0.6363 0.3 -1.1 3.8
C -1.8622 -0.5597 -0.3374 -4.6 0.6 1.7
N -0.4250 1.3772 -0.1885 -1.2 1.7 -0.4
N -0.6793 0.0581 -0.7258 4.3 -1.1 1.7
H -0.0666 0.8966 1.9771 1.5 0.6 -2.0
H 1.3932 1.6155 0.8850 -0.3 0.1 0.6
H 0.4263 -1.2334 0.9917 0.3 1.3 -1.3
H 2.7916 -0.4889 0.0636 -1.1 -0.3 -1.2
H 1.9336 0.1616 -1.3714 0.0 0.8 -1.2
H 1.8094 -1.6265 -0.9742 0.3 0.5 -0.4
H -2.6254 -0.5386 -1.1206 0.1 0.7 -0.5
H -1.9240 -1.6163 -0.1772 1.3 -0.9 0.4
H -2.4971 -0.1167 0.5641 1.6 -0.5 -1.2
H -1.2835 1.9930 -0.1463 1.5 -1.1 0.5
```
Positions in Å, forces in eV/Å.

Calculated values
Orbital gap, eV: 8.8
Multiplicity: 1
E_HOMO, hartree: -0.2828
SMILES string: C[C@H]1CNN1C
Energy above the lowest of the compared OMol25 structures with the same formula, charge and spin, kJ/mol: 382.56

Record 4
Entry from the Open Molecules 2025 dataset: the molecule C4H10N2 at a distorted geometry (ωB97M-V/def2-TZVPD).

Geometry as XYZ:
```
16
Properties=species:S:1:pos:R:3:forces:R:3
C -1.7030 -0.4944 0.2734 0.1 0.5 0.1
C -0.4016 -0.5685 -0.4956 0.8 -0.8 0.0
C 0.4825 0.6845 -0.3205 -1.8 -0.2 -0.3
C 1.9422 0.2951 -0.2070 0.9 -0.2 -0.9
N 2.0788 -0.6832 0.8012 0.0 0.2 0.3
N -2.2528 0.7788 0.0791 -0.2 -0.3 0.4
H -1.4056 -0.5615 1.3579 0.1 0.0 0.1
H -2.3241 -1.3755 0.0852 -0.3 0.1 0.1
H 0.1909 -1.3829 -0.0384 -0.2 -0.1 -0.3
H -0.6202 -0.7950 -1.5402 0.1 0.2 -0.1
H 0.0684 1.1300 0.5917 0.5 0.4 0.0
H 0.2792 1.3655 -1.1511 0.3 0.3 0.2
H 2.5256 1.2220 -0.1034 0.0 0.0 0.6
H 2.3108 -0.1556 -1.1442 -0.5 0.1 0.0
H -3.2806 0.7399 0.1147 0.2 -0.1 -0.3
H 2.1094 -0.1994 1.6969 -0.1 0.1 0.3
```
Positions in Å, forces in eV/Å.

Calculated values
Orbital gap, eV: 3.8
Multiplicity: 1
E_HOMO, hartree: -0.2608
Energy above the lowest of the compared OMol25 structures with the same formula, charge and spin, kJ/mol: 698.28

Record 5
Entry from the Open Molecules 2025 dataset: a cluster of 2 separate species, C4H10N2 in total at a distorted geometry (ωB97M-V/def2-TZVPD).

Geometry as XYZ:
```
16
Properties=species:S:1:pos:R:3:forces:R:3
C -3.0087 -0.6244 -0.5845 -0.1 2.7 -1.2
C -2.2737 -0.9116 -1.6978 -1.4 -1.0 -0.1
N -1.5490 -2.0842 -1.7081 0.7 -1.4 -0.2
H -3.3598 -1.5146 -0.1221 0.2 -0.2 1.7
H -3.3797 0.4655 -0.3756 0.1 -2.6 -0.7
H -2.6555 -0.5640 -2.6810 1.6 0.8 0.5
H -1.5268 -2.6233 -0.8233 0.2 0.8 -1.0
H -0.9425 -2.4609 -2.4649 -1.3 0.9 0.9
C 3.3733 1.1175 1.2292 -0.5 -3.3 1.8
C 1.0483 1.5214 1.5644 4.4 -1.9 0.9
N 2.2500 1.3054 2.1899 -4.3 2.7 -2.2
H 3.0347 0.3802 0.4540 0.9 0.1 0.6
H 3.5249 1.9943 0.7223 0.4 2.4 -1.1
H 4.3458 0.8814 1.7995 -1.7 -0.1 -1.0
H 0.1669 2.0868 1.9492 0.9 -1.0 0.4
H 0.9519 1.0307 0.5489 -0.1 1.1 0.7
```
Positions in Å, forces in eV/Å.

Calculated values
Orbital gap, eV: 8.6
Multiplicity: 1
E_HOMO, hartree: -0.2859
SMILES string: C=CN.C=NC
Energy above the lowest of the compared OMol25 structures with the same formula, charge and spin, kJ/mol: 419.14

Record 6
Entry from the Open Molecules 2025 dataset: the molecule C4H10N2 at a distorted geometry (ωB97M-V/def2-TZVPD).

Geometry as XYZ:
```
16
Properties=species:S:1:pos:R:3:forces:R:3
C -1.1170 0.3886 -0.5638 0.5 -0.4 -0.7
C 1.4126 -0.5684 -0.5850 0.4 0.4 0.2
C 2.0246 0.4520 0.1740 0.3 -0.6 -0.7
C -0.1460 -0.3916 0.3784 0.1 1.8 0.9
N -2.2866 0.9291 0.0788 0.1 -0.1 0.2
N -0.5329 -1.4354 1.0774 0.7 -0.8 0.2
H -0.3898 -2.3042 0.5622 -0.5 0.0 -0.2
H -2.7834 0.1975 0.5758 0.0 0.1 0.0
H -2.0389 1.6455 0.7527 0.0 -0.1 0.0
H -0.5587 1.2035 -1.0323 0.0 -0.1 0.0
H -1.4283 -0.3145 -1.3407 -0.1 0.1 -0.1
H 1.2306 -0.3686 -1.6371 -0.3 0.1 0.1
H 1.7543 -1.5836 -0.4228 -0.2 0.0 0.2
H 2.5330 0.2219 1.0989 -0.1 0.0 0.1
H 2.0803 1.4697 -0.1867 -0.2 0.0 0.1
H 0.2464 0.4583 1.0703 -0.7 -0.5 -0.2
```
Positions in Å, forces in eV/Å.

Calculated values
Orbital gap (spin up / spin down), eV: 8.5 / 7.4
Multiplicity: 1
E_HOMO (spin up / spin down), hartree: -0.3083 / -0.2870
Energy above the lowest of the compared OMol25 structures with the same formula, charge and spin, kJ/mol: 446.97